Entry 1:
{
  "formula": "C9H14O",
  "method": "wB97M-V/def2-TZVPD",
  "symbols": ["C", "C", "H", "H", "H", "H", "H", "H", "C", "C", "C", "C", "C", "C", "C", "O", "H", "H", "H", "H", "H", "H", "H", "H"],
  "coordinates": [[-3.5493, -4.0141, 1.2665], [-3.8955, -2.6116, 0.7869], [-3.8012, -4.6959, 0.4616], [-2.4655, -4.0056, 1.4848], [-3.8329, -4.3308, 2.2707], [-3.5985, -1.7904, 1.4497], [-4.9711, -2.4388, 0.6836], [-3.4258, -2.4679, -0.1831], [-0.1698, -0.4083, 1.7261], [1.8909, 1.6117, -1.3610], [2.2484, 1.8032, -0.0162], [0.8201, 0.7749, -1.7027], [1.4869, 1.3304, 1.0292], [0.0467, 0.2640, -0.7091], [0.4026, 0.4761, 0.6471], [2.5661, 2.3572, -2.2504], [2.1623, 3.2146, -2.4996], [3.1011, 2.4386, 0.1898], [0.5887, 0.4919, -2.7222], [1.7840, 1.4176, 2.0616], [-0.7690, -0.4216, -0.8983], [-1.2456, -0.2499, 1.5861], [0.1715, -0.0502, 2.6962], [0.1192, -1.4562, 1.7810]],
  "forces_ev_per_a": [[1.52, 0.68, 0.63], [-0.74, 0.43, 0.48], [0.08, -0.50, 0.39], [0.00, -0.32, -0.88], [-1.20, 0.10, -0.31], [0.35, -0.28, 0.08], [0.05, -0.28, -0.25], [-0.04, 0.19, -0.14], [-0.16, 1.46, -0.05], [0.06, 1.39, -0.35], [0.15, 0.55, 1.98], [-0.82, -0.73, -0.60], [0.15, -0.52, -2.04], [0.21, -0.15, 0.22], [1.04, -1.24, 1.63], [-0.23, -0.25, -0.10], [0.08, -0.63, 0.06], [0.12, -0.12, -0.12], [0.21, 0.37, -0.12], [-0.09, 0.27, 0.06], [-0.06, 0.12, -0.21], [-0.14, -0.67, 0.52], [-0.36, 0.31, 0.05], [-0.17, -0.19, -0.92]],
  "lowdin_spin": [0.0000, 0.0001, 0.0000, 0.0000, 0.0000, 0.0001, 0.0000, 0.0000, 0.0554, 0.2359, 0.0783, 0.0599, 0.0612, 0.0863, 0.2666, 0.1051, 0.0130, 0.0014, 0.0003, 0.0008, 0.0016, 0.0171, 0.0012, 0.0158],
  "s2": 0.7655,
  "gap_ev": [9.507, 5.860],
  "charge": 1,
  "homo_ev": [-13.8, -13.8],
  "multiplicity": 2,
  "relative_energy_kcal_mol": 29.04
}

Entry 2:
{
  "formula": "C4H16FN8O4Tl",
  "method": "wB97M-V/def2-TZVPD",
  "symbols": ["Tl", "F", "C", "O", "N", "N", "H", "H", "H", "H", "C", "O", "N", "N", "H", "H", "H", "H", "C", "O", "N", "N", "H", "H", "H", "H", "C", "O", "N", "N", "H", "H", "H", "H"],
  "coordinates": [[-4.7452, -19.5389, -4.6275], [-6.3349, -21.8548, -3.6611], [-7.8725, -19.2139, -2.1536], [-6.9369, -18.7583, -2.7785], [-8.7507, -18.5639, -1.5193], [-8.2442, -20.4182, -2.2186], [-9.6457, -18.8211, -1.1282], [-8.5302, -17.5881, -1.3804], [-9.0544, -20.7505, -1.7154], [-7.6954, -20.9575, -2.8730], [-5.3391, -18.2522, -8.4858], [-5.2825, -18.6633, -7.3859], [-5.7868, -18.9238, -9.4899], [-5.1924, -16.9521, -8.7180], [-6.2785, -18.3380, -10.1496], [-6.1416, -19.8678, -9.4339], [-4.7318, -16.4064, -8.0037], [-5.2451, -16.5359, -9.6367], [-3.5882, -16.7508, -1.7537], [-4.0242, -17.5230, -2.6250], [-2.5736, -17.0455, -0.9660], [-3.9157, -15.5505, -1.3894], [-2.1871, -16.2328, -0.5074], [-2.1430, -17.9532, -0.8619], [-4.6745, -15.0013, -1.7669], [-3.4195, -15.1425, -0.6100], [-8.3778, -20.0270, -5.9312], [-7.5069, -19.2381, -5.5671], [-9.4249, -19.7776, -6.6154], [-8.5561, -21.2979, -5.5973], [-9.8953, -20.5754, -7.0182], [-9.4352, -18.8454, -7.0041], [-9.4046, -21.7730, -5.8697], [-8.0275, -21.6428, -4.8088]],
  "forces_ev_per_a": [[-0.54, 0.30, -0.04], [-0.27, 0.47, 0.19], [1.11, 0.78, -1.55], [2.00, 0.83, -0.57], [-3.07, 6.67, 3.82], [-0.12, -6.87, -1.22], [0.48, -0.53, -0.32], [-0.24, 0.03, 0.03], [0.37, -0.32, -0.32], [-0.16, -0.93, 0.01], [-0.89, 2.10, 0.35], [1.54, -2.43, 4.91], [-1.76, -2.08, -4.58], [0.90, 2.93, -0.64], [0.17, -0.51, -0.40], [0.26, 0.28, 0.49], [-0.24, -0.15, -0.15], [0.24, -0.21, 0.19], [0.27, -3.23, -1.72], [-0.37, 1.05, 0.51], [3.08, -1.66, 1.80], [-2.98, 4.67, -0.17], [0.67, -1.15, 0.26], [-0.14, 0.34, -0.33], [0.21, -0.35, -0.19], [-0.72, 0.15, -0.36], [1.84, -0.25, 2.26], [0.01, -0.53, 0.00], [-3.53, 3.88, -3.92], [2.21, -3.54, 2.49], [-0.30, 1.08, -0.43], [-0.62, -0.28, -0.55], [0.50, -0.06, 0.56], [0.09, -0.48, -0.39]],
  "lowdin_spin": [0.0003, 0.5857, 0.0273, 0.1991, 0.0066, 0.1415, -0.0009, 0.0003, 0.0015, -0.0065, 0.0000, 0.0008, 0.0001, 0.0000, 0.0000, 0.0000, 0.0000, 0.0000, 0.0000, 0.0015, 0.0001, 0.0000, 0.0000, 0.0000, 0.0000, 0.0000, 0.0017, 0.0193, -0.0010, 0.0252, -0.0001, 0.0000, 0.0003, -0.0028],
  "s2": 0.7606,
  "gap_ev": [10.499, 4.699],
  "charge": 1,
  "homo_ev": [-12.4, -12.4],
  "multiplicity": 2
}

Entry 3:
{
  "formula": "C7H14N2",
  "method": "wB97M-V/def2-TZVPD",
  "symbols": ["C", "C", "C", "C", "C", "N", "N", "H", "H", "H", "H", "H", "H", "H", "H", "C", "C", "H", "H", "H", "H", "H", "H"],
  "coordinates": [[-1.4797, -1.6477, 0.8219], [-0.0992, -2.1476, 1.2705], [-1.4279, -0.3705, 0.0916], [-2.2059, 0.8118, 0.3713], [-0.8436, 1.0994, -1.3140], [-0.6041, -0.1290, -0.9350], [-1.8816, 1.6773, -0.5826], [-2.0472, -2.3899, 0.2458], [-2.0985, -1.4865, 1.7027], [0.6124, -1.3379, 1.4251], [-2.8828, 1.1213, 1.1545], [-0.1950, 1.7518, -1.8830], [-2.3410, 2.5651, -0.7391], [0.3527, -2.8056, 0.5360], [-0.2259, -2.7257, 2.1852], [3.7096, 0.4248, 0.7472], [3.2469, 0.4629, -0.7344], [4.4259, 1.2184, 0.9289], [2.8883, 0.6126, 1.4357], [4.1342, -0.5527, 0.9390], [3.8979, 1.0994, -1.3272], [2.2268, 0.8401, -0.8228], [3.1971, -0.5503, -1.1313]],
  "forces_ev_per_a": [[-0.32, 0.33, 0.62], [0.16, -0.43, -0.26], [0.11, -0.79, 0.20], [-0.35, 0.76, -0.39], [0.20, 0.71, 0.35], [0.10, 0.11, -0.13], [-0.01, -0.24, 0.21], [0.31, 0.02, -0.22], [-0.10, 0.08, 0.12], [-0.15, 0.07, 0.21], [-0.15, -0.51, 0.03], [-0.17, -0.35, -0.59], [0.32, 0.15, 0.02], [-0.03, -0.04, -0.18], [0.12, 0.13, 0.00], [-0.40, 0.26, -0.78], [-0.31, -0.10, 0.66], [0.29, -0.13, 0.13], [-0.11, -0.21, 0.08], [0.26, 0.04, 0.38], [0.01, -0.20, -0.21], [0.00, 0.23, -0.01], [0.24, 0.10, -0.25]],
  "lowdin_spin": [0.0404, 0.0187, 0.2481, 0.3191, 0.2543, -0.0029, 0.0835, 0.0181, 0.0004, -0.0003, 0.0098, 0.0079, -0.0004, 0.0001, 0.0023, 0.0001, 0.0004, 0.0000, 0.0000, 0.0000, 0.0000, 0.0002, 0.0000],
  "s2": 0.7616,
  "gap_ev": [10.477, 6.675],
  "charge": 1,
  "homo_ev": [-14.4, -14.5],
  "multiplicity": 2,
  "relative_energy_kcal_mol": 6.97
}

Entry 4:
{
  "formula": "C5H13N4O6PS",
  "method": "wB97M-V/def2-TZVPD",
  "symbols": ["O", "C", "O", "C", "C", "O", "P", "S", "O", "H", "H", "H", "H", "H", "C", "O", "N", "N", "H", "H", "H", "H", "C", "O", "N", "N", "H", "H", "H", "H"],
  "coordinates": [[-1.2901, 1.0807, -2.5625], [-0.5598, 0.3579, -1.9565], [-0.5299, 0.1837, -0.6244], [0.7625, -0.3229, -0.2831], [1.1260, -1.1152, -1.5373], [2.5040, -1.0830, -1.7625], [0.5243, -2.8852, -1.5615], [-1.3904, -3.1304, -1.6909], [0.4103, -0.4078, -2.5404], [0.7851, -0.8408, 0.6756], [1.4538, 0.5291, -0.2327], [2.6563, -0.9527, -2.7127], [1.0879, -3.4574, -0.4164], [1.2832, -3.4107, -2.6171], [-0.8961, -2.5114, 2.2229], [-0.1022, -3.0971, 1.4988], [-0.9453, -2.7375, 3.5722], [-1.7875, -1.6022, 1.7426], [-1.5917, -2.2783, 4.1842], [-0.3023, -3.4075, 3.9492], [-1.8103, -1.4598, 0.7473], [-2.4398, -1.1084, 2.3211], [0.0307, 3.7964, 0.2477], [-0.2152, 2.8357, 0.9579], [-0.0519, 3.7417, -1.1171], [0.4055, 5.0071, 0.7673], [0.1474, 4.5187, -1.7169], [-0.3393, 2.8686, -1.5250], [0.4692, 5.0772, 1.7649], [0.6058, 5.8115, 0.2050]],
  "forces_ev_per_a": [[0.32, -0.35, 0.35], [-0.15, -0.04, -0.13], [-0.18, 0.17, 0.03], [0.52, 0.38, -0.10], [0.17, -0.22, 0.28], [-0.18, 0.24, -0.32], [-0.61, -0.32, 0.24], [-0.03, 0.13, -0.17], [0.13, 0.18, -0.14], [-0.43, -0.18, -0.29], [-0.05, -0.15, 0.07], [-0.04, -0.14, 0.27], [0.31, 0.15, -0.08], [0.14, 0.07, -0.07], [-0.33, 0.01, 0.11], [0.23, 0.10, 0.11], [0.06, 0.01, -0.09], [0.16, -0.05, 0.01], [-0.02, 0.00, -0.01], [0.01, 0.00, -0.01], [-0.05, -0.02, -0.07], [0.02, 0.00, 0.01], [-0.08, -0.02, -0.07], [0.13, 0.05, -0.01], [0.13, -0.13, 0.16], [0.03, 0.01, -0.02], [-0.02, 0.02, 0.02], [-0.21, 0.11, -0.06], [-0.01, -0.01, 0.00], [-0.01, 0.00, -0.01]],
  "nbo_charge": [-0.5736, 0.9890, -0.4789, -0.1198, 0.2178, -0.7055, 0.8129, -0.5756, -0.5126, 0.2440, 0.2109, 0.4970, 0.0259, -0.0315, 0.7824, -0.7040, -0.8460, -0.8424, 0.3890, 0.4073, 0.4262, 0.3917, 0.7733, -0.6687, -0.8536, -0.8518, 0.3864, 0.4179, 0.4066, 0.3856],
  "gap_ev": 9.236,
  "charge": 0,
  "homo_ev": -8.7,
  "relative_energy_kcal_mol": 0.00
}

Question: What is the formula in the second record?
Answer: C4H16FN8O4Tl